Entry 1:
A 19-piece molecular cluster, C57H114O19 overall. Source: the Open Molecules 2025 dataset; level of theory: the ωB97M-V functional and the def2-TZVPD basis.

The value obtained for the energy relative to the best compared isomer or geometry (same formula, charge and spin) is 51.1 kJ/mol. The calculation puts the HOMO-LUMO gap at 9.789 eV.

Geometry as ORCA input:
```
! wB97M-V def2-TZVPD RIJCOSX def2/J DEFGRID3
* xyz 0 1
C -4.76066 -0.57030 -3.78791
C -3.84263 -1.02194 -2.62484
O -2.71470 -1.35739 -2.90715
C -4.40180 -1.01954 -1.20241
H -4.09618 -0.58749 -4.65178
H -4.99987 0.47226 -3.57828
H -5.65357 -1.18747 -3.88745
H -4.80335 -0.02930 -0.98725
H -3.63773 -1.22562 -0.45286
H -5.09526 -1.83702 -1.00512
C -2.68027 4.83452 -4.14097
C -3.93863 4.22385 -3.60772
O -4.14114 3.01873 -3.56640
C -5.05857 5.13939 -3.16951
H -2.95043 5.69413 -4.75431
H -2.10334 4.08160 -4.67796
H -2.05553 5.14898 -3.30496
H -6.06749 4.80941 -3.41708
H -4.93674 6.05663 -3.74564
H -4.89491 5.49818 -2.15334
C 9.15364 -0.21935 2.23643
C 7.93607 -0.57573 2.99967
O 7.96161 -1.37960 3.90039
C 6.71849 0.26290 2.58843
H 9.89966 -0.99875 2.39167
H 9.56220 0.67780 2.70151
H 8.90895 -0.05514 1.18702
H 5.88757 0.12441 3.28016
H 6.39053 -0.01185 1.58590
H 6.97520 1.31922 2.50859
C 4.71791 -2.40933 3.12862
C 3.41368 -2.59964 3.78396
O 3.40028 -3.17601 4.84301
C 2.21662 -1.96225 3.17474
H 5.36773 -1.99728 3.90066
H 4.79724 -1.70448 2.30098
H 4.99516 -3.37778 2.71229
H 2.51958 -1.09254 2.59171
H 1.44821 -1.67063 3.89069
H 1.67676 -2.66887 2.54439
C 1.81182 2.53172 5.12786
C 2.70899 2.90117 3.94019
O 2.77553 4.03661 3.46286
C 3.42044 1.72018 3.33845
H 2.36966 2.08053 5.94843
H 1.17434 1.71925 4.77914
H 1.23316 3.36455 5.52740
H 4.43131 1.93263 2.99044
H 2.84329 1.32540 2.50230
H 3.55435 0.88580 4.02690
C -1.54072 -2.55728 2.48876
C -2.67951 -3.46539 2.15456
O -3.17356 -3.40656 1.01384
C -3.23917 -4.37298 3.22553
H -1.77639 -1.83473 3.27009
H -1.23198 -2.03058 1.58579
H -0.66118 -3.10267 2.83090
H -2.80333 -5.37133 3.26338
H -4.29641 -4.57499 3.05367
H -2.99349 -3.93496 4.19294
C 2.90829 -4.10173 -5.63855
C 2.19746 -2.89569 -6.31517
O 1.15719 -3.00398 -7.00815
C 2.84594 -1.50284 -6.06363
H 3.95688 -3.88448 -5.43514
H 2.75508 -4.99179 -6.24880
H 2.46513 -4.27902 -4.65861
H 2.13958 -0.79710 -5.62649
H 3.25394 -1.14556 -7.00914
H 3.69220 -1.53224 -5.37728
C 1.44415 0.33316 -0.12644
C 0.26758 0.26646 0.80920
O 0.46622 0.37509 2.01166
C -1.13276 0.25929 0.24327
H 2.36932 0.54955 0.40773
H 1.21056 1.08685 -0.87843
H 1.52292 -0.56673 -0.73642
H -1.26733 1.26901 -0.14460
H -1.74935 0.16124 1.13675
H -1.28790 -0.49133 -0.53172
C -0.20637 -3.78834 -3.67735
C 0.60332 -3.92350 -2.37063
O 1.43115 -4.83788 -2.25627
C 0.13006 -3.07131 -1.20875
H 0.05245 -2.85519 -4.17770
H -1.26346 -3.67414 -3.43732
H -0.11894 -4.59662 -4.40339
H -0.89214 -3.33673 -0.93901
H 0.15136 -2.03604 -1.54913
H 0.86089 -3.20355 -0.41095
C -6.67250 -1.09477 1.64010
C -7.31096 -2.41030 1.85964
O -6.66702 -3.38931 1.96369
C -8.80701 -2.41697 2.03608
H -7.07829 -0.72482 0.69852
H -5.58572 -1.17807 1.63139
H -6.96781 -0.39334 2.42041
H -9.16372 -1.79149 2.85439
H -9.22985 -3.39821 2.25164
H -9.23734 -2.12486 1.07817
C -3.48463 3.91049 1.65481
C -2.24638 4.36044 2.47672
O -2.22420 5.46420 3.04128
C -1.17270 3.33454 2.84565
H -3.18833 3.28900 0.80979
H -3.95902 4.80288 1.24652
H -4.18467 3.34046 2.26564
H -1.58609 2.35472 2.60656
H -0.78714 3.35841 3.86490
H -0.24706 3.48287 2.28951
C -4.31142 -4.69341 -2.52101
C -5.74665 -4.44235 -2.08568
O -6.50454 -3.93826 -2.91046
C -6.25217 -4.81508 -0.69834
H -4.13023 -4.31229 -3.52601
H -4.12821 -5.76749 -2.49143
H -3.63534 -4.24619 -1.79230
H -6.38144 -5.87915 -0.50046
H -7.19439 -4.30129 -0.50774
H -5.52385 -4.42506 0.01267
C 0.11017 -2.58557 6.76905
C -1.14517 -1.81389 6.35242
O -2.22000 -2.41392 6.31601
C -0.96200 -0.35920 6.07193
H 1.06520 -2.21595 6.39569
H -0.01428 -3.65722 6.61351
H 0.09005 -2.42866 7.84751
H -0.60001 0.22825 6.91571
H -1.93444 0.07048 5.83144
H -0.37501 -0.16012 5.17533
C -0.69580 1.63794 -3.21061
C -0.01872 0.42401 -3.85953
O 0.89103 -0.15726 -3.35403
C -0.32297 0.24307 -5.28700
H -0.33551 1.73451 -2.18642
H -1.78301 1.64733 -3.28795
H -0.38256 2.47929 -3.82876
H 0.06905 -0.73302 -5.57280
H 0.02284 0.99895 -5.99209
H -1.39482 0.09869 -5.42260
C 5.55316 4.81041 -1.17523
C 5.49312 3.32421 -0.92172
O 5.29642 2.48434 -1.76515
C 5.64596 2.88451 0.46852
H 4.66595 5.20888 -0.68312
H 5.37080 4.88988 -2.24693
H 6.52592 5.24542 -0.94585
H 6.13913 1.91258 0.45332
H 4.68166 2.94103 0.97354
H 6.30832 3.52320 1.05286
C 2.25662 4.06532 -0.15527
C 1.18460 4.58733 -1.02818
O 0.05532 4.13452 -0.91620
C 1.61301 5.60171 -2.09788
H 2.71519 4.88177 0.40260
H 3.02274 3.50485 -0.69102
H 1.81009 3.40102 0.58461
H 1.68360 6.57270 -1.60769
H 0.77419 5.65805 -2.79164
H 2.56114 5.37231 -2.58421
C -6.68909 -0.61152 5.45670
C -5.48832 0.28560 5.16431
O -5.35674 1.40006 5.73821
C -4.40799 -0.13370 4.19360
H -7.65244 -0.19337 5.16479
H -6.72965 -0.82697 6.52443
H -6.49840 -1.51724 4.88103
H -4.10612 -1.16821 4.35727
H -3.57824 0.55684 4.34448
H -4.73394 -0.04437 3.15732
C 4.96752 -0.98537 -2.52577
C 4.62966 -1.38052 -1.11015
O 5.20061 -0.96949 -0.10665
C 3.58807 -2.56708 -1.02556
H 5.40067 0.01467 -2.54617
H 4.04951 -0.81809 -3.08913
H 5.58450 -1.75018 -2.99748
H 2.57862 -2.28656 -1.32625
H 3.60717 -2.94224 -0.00233
H 3.82109 -3.43900 -1.63676
C 5.11867 2.62747 -5.19937
C 3.69273 3.03912 -4.97643
O 3.27600 4.17344 -5.27736
C 2.83905 2.09058 -4.19655
H 5.77268 3.45453 -4.92307
H 5.30732 2.38527 -6.24524
H 5.33081 1.70692 -4.65558
H 2.92287 2.11299 -3.11001
H 2.91580 1.07204 -4.57706
H 1.82010 2.45950 -4.31378
*
```

Entry 2:
A 8-piece molecular cluster, C57H127N7O3 overall. Source: the Open Molecules 2025 dataset; level of theory: the ωB97M-V functional and the def2-TZVPD basis.

The value obtained for the energy relative to the best compared isomer or geometry (same formula, charge and spin) is 500.6 kJ/mol. The calculation puts the HOMO-LUMO gap at 8.778 eV.

Geometry as ORCA input:
```
! wB97M-V def2-TZVPD RIJCOSX def2/J DEFGRID3
* xyz 6 1
O 13.06233 -5.63199 18.62759
C 14.11368 -6.07740 19.36206
O 14.44670 -7.23719 19.24342
O 14.76979 -5.30433 20.06932
H 12.97519 -6.41611 18.08062
C 10.41395 -7.18093 20.78477
C 11.33791 -6.74654 21.99975
C 12.27609 -7.84083 22.48941
N 13.13791 -7.48480 23.72484
C 14.16507 -8.64941 23.77507
C 12.45804 -7.31662 25.12550
C 12.40202 -5.80450 25.43267
C 13.16889 -5.10245 24.23765
C 13.94089 -6.14068 23.50113
H 9.45923 -6.67897 20.62778
H 10.05721 -8.18298 21.02296
H 10.85102 -7.22028 19.78702
H 10.70207 -6.55218 22.86349
H 11.94949 -5.89923 21.68970
H 12.97537 -8.06632 21.68427
H 11.76122 -8.78320 22.67634
H 14.56082 -8.67088 22.75969
H 13.58210 -9.55101 23.96307
H 14.93230 -8.64500 24.54932
H 13.01964 -7.87497 25.87446
H 11.46852 -7.77345 25.10939
H 12.93702 -5.69448 26.37594
H 11.37765 -5.44748 25.53906
H 13.89879 -4.39458 24.63041
H 12.35926 -4.69808 23.63010
H 14.90387 -6.38353 23.95033
H 14.10748 -6.05329 22.42748
C 14.54264 -12.38483 13.25976
C 14.67939 -11.27156 14.23340
C 14.83951 -11.80553 15.71178
N 14.60813 -10.70158 16.79902
C 13.28778 -9.90399 16.61276
C 15.76443 -9.61869 16.76156
C 16.79741 -10.14288 17.78273
C 15.84580 -10.56111 18.88183
C 14.75141 -11.36366 18.18662
H 15.42031 -13.02915 13.20839
H 14.38532 -12.06375 12.23007
H 13.64950 -12.97433 13.46683
H 13.81639 -10.60726 14.18818
H 15.49955 -10.69212 13.80949
H 15.82410 -12.22513 15.91824
H 13.99961 -12.47386 15.90150
H 12.45996 -10.58540 16.80889
H 13.20583 -9.39662 15.65153
H 13.18804 -9.30242 17.51623
H 15.42637 -8.65564 17.14410
H 16.18406 -9.48615 15.76434
H 17.46320 -9.35707 18.13958
H 17.48452 -10.89345 17.39204
H 15.46612 -9.70944 19.44629
H 16.38951 -11.15244 19.61858
H 13.80843 -11.35832 18.73328
H 15.22907 -12.33224 18.03894
C 19.54579 -9.86749 23.33680
C 18.96640 -8.97604 22.27346
C 19.67628 -7.61511 22.22809
N 19.02438 -6.51069 21.30309
C 18.66225 -6.95680 19.91001
C 19.85938 -5.17942 21.18127
C 19.63255 -4.31425 22.38579
C 18.43781 -4.95488 23.07095
C 17.83914 -5.86668 22.02149
H 20.53965 -10.20180 23.03915
H 19.03835 -10.82685 23.43788
H 19.48117 -9.43677 24.33600
H 17.91782 -8.78998 22.50577
H 19.14958 -9.40173 21.28688
H 20.74504 -7.69547 22.02964
H 19.65065 -7.07833 23.17641
H 18.45465 -6.10661 19.26026
H 17.79689 -7.60925 20.02643
H 19.55303 -7.40494 19.46980
H 19.45422 -4.63133 20.33066
H 20.86980 -5.56725 21.05189
H 19.32355 -3.34631 21.99118
H 20.51155 -4.36798 23.02810
H 17.64176 -4.24470 23.29466
H 18.73551 -5.41700 24.01218
H 17.34017 -5.28644 21.24531
H 17.24636 -6.67407 22.45143
C 12.52784 -6.63809 15.06378
C 13.40522 -5.40704 15.24691
C 14.88792 -5.75175 15.80583
N 15.88024 -4.48738 15.94231
C 17.24964 -5.00817 16.30988
C 15.34844 -3.33567 16.88436
C 14.64777 -2.36504 15.88901
C 15.57991 -2.38999 14.65756
C 16.12220 -3.81496 14.55737
H 12.40651 -7.26045 15.95038
H 13.04078 -7.30616 14.37192
H 11.56889 -6.42591 14.59101
H 12.90827 -4.70312 15.91448
H 13.43901 -4.96589 14.25074
H 15.46169 -6.42260 15.16643
H 14.97638 -6.31572 16.73439
H 17.60868 -5.72100 15.56755
H 17.17780 -5.35075 17.34215
H 17.85035 -4.10104 16.37595
H 16.22334 -2.80391 17.25837
H 14.75795 -3.77524 17.68822
H 14.57999 -1.38894 16.36937
H 13.64415 -2.73453 15.67846
H 16.48476 -1.78741 14.73667
H 14.92568 -2.23051 13.80044
H 17.17380 -3.68914 14.29966
H 15.64168 -4.39975 13.77302
C 10.37945 -10.61387 19.04406
C 9.90451 -11.32951 20.36337
C 8.82795 -12.40168 20.18046
N 8.53917 -13.26630 21.45565
C 9.85070 -14.07397 21.77462
C 7.28129 -14.09549 21.30451
C 6.14089 -13.17025 21.64899
C 6.69552 -12.67927 23.04067
C 8.16327 -12.53697 22.75852
H 11.46061 -10.48987 19.10585
H 10.07419 -9.59165 18.82047
H 10.11750 -11.19936 18.16277
H 9.84102 -10.55375 21.12643
H 10.80345 -11.84429 20.70248
H 9.18295 -13.06087 19.38827
H 7.89407 -11.99733 19.78999
H 10.28945 -14.60085 20.92726
H 9.53369 -14.82830 22.49474
H 10.63528 -13.49578 22.26270
H 7.44197 -14.97705 21.92511
H 7.25230 -14.50319 20.29404
H 5.19171 -13.70599 21.66115
H 6.12148 -12.41122 20.86696
H 6.38677 -13.46534 23.72976
H 6.33899 -11.66652 23.22866
H 8.68267 -12.79728 23.68078
H 8.56524 -11.53073 22.64020
C 14.44579 -17.61218 19.95423
C 15.06532 -16.27529 20.28353
C 14.59153 -15.82695 21.70758
N 15.34613 -14.47334 22.06721
C 16.90147 -14.54851 22.09771
C 14.79750 -14.04404 23.49399
C 15.05270 -12.52032 23.43866
C 14.81517 -12.03111 22.01227
C 14.90763 -13.29596 21.11583
H 14.31342 -17.85212 18.89924
H 13.47635 -17.78769 20.42057
H 15.05996 -18.29064 20.54635
H 14.69959 -15.54471 19.56201
H 16.11717 -16.50168 20.10896
H 14.93772 -16.52162 22.47287
H 13.52438 -15.62436 21.79831
H 17.39291 -15.23842 22.78373
H 17.21963 -13.51488 22.23366
H 17.13497 -14.70617 21.04475
H 15.36110 -14.60638 24.23846
H 13.73495 -14.25611 23.37514
H 15.95735 -12.12499 23.90063
H 14.18108 -12.09087 23.93258
H 15.49589 -11.23295 21.71615
H 13.83451 -11.61263 21.78582
H 15.66354 -13.18889 20.33786
H 13.94168 -13.50521 20.65620
C 10.73566 -2.16719 18.60279
C 12.22809 -1.92492 18.94948
C 12.60206 -2.27636 20.46235
N 13.78349 -1.39850 20.87416
C 15.09042 -1.69978 20.16528
C 14.00998 -1.52572 22.35443
C 14.32730 -0.19979 22.98957
C 14.24234 0.88761 21.93270
C 13.44440 0.15003 20.87132
H 10.27065 -3.11335 18.87966
H 10.54798 -2.09659 17.53139
H 10.10513 -1.36395 18.98399
H 12.63995 -0.95624 18.66639
H 12.88898 -2.60836 18.41635
H 12.82891 -3.31134 20.71820
H 11.82871 -2.03918 21.19296
H 15.20796 -2.77377 20.30955
H 15.76203 -1.08594 20.76547
H 15.17486 -1.37239 19.12903
H 14.87013 -2.18217 22.48598
H 13.18150 -2.03311 22.84868
H 15.36336 -0.20667 23.32816
H 13.81628 0.00345 23.93067
H 15.25093 1.12968 21.59767
H 13.70783 1.77028 22.28380
H 13.50414 0.59233 19.87688
H 12.35937 0.14786 20.97526
*
```

no.,molar mass (g mol⁻¹),highest occupied orbital energy (eV),LUMO level (eV)
1,1103.5,-9.460,0.33
2,958.7,-20.292,-11.51